--- i ---
{"formula": "H3N3O2", "method": "ωB97M-V/def2-TZVPD", "homo_energy_ev": [-8.3, -9.8], "multiplicity": 3, "orbital_gap_ev": [9.0, 7.7], "s_squared": 2.009, "elements": ["N", "N", "N", "O", "O", "H", "H", "H"], "positions_angstrom": [[-0.732, 0.314, 1.261], [-0.686, 0.638, -0.928], [-0.125, 0.210, 0.200], [1.270, -1.156, -0.145], [-0.613, -0.173, 2.379], [-1.138, -0.106, -1.478], [-0.096, 1.249, -1.453], [2.120, -0.977, 0.164]], "lowdin_spin": [0.411, 0.038, 0.270, 0.797, 0.458, 0.002, 0.003, 0.022]}

---

--- ii ---
{"formula": "H3N3O2", "method": "ωB97M-V/def2-TZVPD", "homo_energy_ev": [-6.9, -10.7], "multiplicity": 3, "orbital_gap_ev": [7.8, 9.3], "s_squared": 2.007, "elements": ["N", "N", "N", "O", "O", "H", "H", "H"], "positions_angstrom": [[-0.304, 0.849, 0.800], [1.124, -0.861, 0.087], [-0.052, -0.125, -0.152], [-0.873, -0.266, -1.084], [-1.467, 1.417, 0.450], [1.651, -0.624, 0.922], [1.631, -1.375, -0.639], [-1.710, 0.984, -0.383]], "lowdin_spin": [0.684, 0.137, 0.505, 0.388, 0.266, 0.007, 0.011, 0.003]}

---

Most stable structure - ii; separation to the second - 0.0220 hartree.

---

--- i ---
{"formula": "C3H3Cl2N", "method": "ωB97M-V/def2-TZVPD", "homo_energy_ev": -10.5, "orbital_gap_ev": 8.6, "elements": ["C", "C", "C", "N", "Cl", "Cl", "H", "H", "H"], "positions_angstrom": [[1.225, 1.721, 0.114], [-1.186, -0.400, -0.071], [0.331, -0.487, -0.045], [1.826, 2.636, 0.430], [1.103, -1.088, -1.383], [1.127, -1.079, 1.436], [-1.329, -0.843, -1.020], [-1.571, 0.638, -0.034], [-1.525, -1.098, 0.573]], "nbo_charge": [0.088, -0.692, 0.070, -0.484, 0.172, 0.085, 0.236, 0.284, 0.242]}

---

--- ii ---
{"formula": "C3H3Cl2N", "method": "ωB97M-V/def2-TZVPD", "homo_energy_ev": -9.9, "orbital_gap_ev": 9.9, "elements": ["H", "N", "C", "Cl", "C", "C", "Cl", "H", "H"], "positions_angstrom": [[0.618, 0.267, 2.859], [0.549, 0.513, 1.917], [0.078, -0.149, 0.949], [-0.861, -1.625, 1.146], [0.252, 0.234, -0.479], [-0.537, -0.058, -1.499], [1.610, 1.221, -0.695], [-0.316, 0.305, -2.453], [-1.394, -0.709, -1.745]], "nbo_charge": [0.383, -0.604, 0.249, -0.045, -0.141, -0.347, 0.060, 0.209, 0.237]}

---

Most stable structure - ii; separation to the second - 0.0978 hartree.

---

--- i ---
{"formula": "H8NaO4", "method": "ωB97M-V/def2-TZVPD", "homo_energy_ev": -15.7, "total_charge": 1, "orbital_gap_ev": 12.3, "elements": ["Na", "O", "H", "H", "O", "H", "H", "O", "H", "H", "O", "H", "H"], "positions_angstrom": [[-22.606, 4.940, 6.856], [-23.268, 7.132, 6.283], [-22.971, 7.699, 5.559], [-24.128, 7.487, 6.545], [-23.914, 3.266, 5.376], [-23.444, 2.462, 5.116], [-24.836, 2.996, 5.472], [-20.420, 6.028, 6.507], [-20.470, 6.674, 7.226], [-19.512, 6.088, 6.183], [-23.385, 3.351, 8.478], [-23.212, 3.005, 9.364], [-24.340, 3.499, 8.445]], "nbo_charge": [0.968, -0.992, 0.505, 0.495, -0.978, 0.495, 0.491, -0.985, 0.487, 0.505, -0.982, 0.504, 0.486]}

---

--- ii ---
{"formula": "H8NaO4", "method": "ωB97M-V/def2-TZVPD", "homo_energy_ev": -14.6, "total_charge": 1, "orbital_gap_ev": 10.3, "elements": ["Na", "O", "H", "H", "O", "H", "H", "O", "H", "H", "O", "H", "H"], "positions_angstrom": [[0.095, -1.107, 0.480], [0.415, 2.589, -0.811], [-0.056, 2.916, -1.578], [0.739, 3.376, -0.375], [-1.265, -1.492, -2.561], [-1.215, -0.774, -3.193], [-1.280, -2.284, -3.099], [2.840, -2.875, 1.687], [3.710, -3.061, 1.334], [2.781, -3.415, 2.475], [-2.264, 1.706, 2.079], [-1.514, 2.108, 1.641], [-2.988, 2.313, 1.921]], "nbo_charge": [0.997, -0.964, 0.482, 0.483, -0.971, 0.484, 0.488, -0.972, 0.488, 0.485, -0.948, 0.465, 0.483]}

---

Most stable structure - i; separation to the second - 0.0569 hartree.